#a
Below is C5H6N2 as an isolated structure, with properties calculated with ωB97M-V with the def2-TZVPD basis set.

orbital gap	8.60	eV
2S+1	1
net charge	0

Element x y z (Å)
C -0.414 1.605 -0.587
C 1.080 1.199 -0.645
C 0.543 -0.069 -0.006
N 1.061 -1.245 0.402
C 0.018 -1.992 0.779
C -1.312 -1.797 0.612
N -0.715 0.262 0.065
H -0.902 1.754 -1.552
H -0.631 2.452 0.076
H 1.507 1.093 -1.649
H 1.765 1.787 -0.020
H 0.068 -3.025 1.142
H -2.066 -2.023 1.383


#b
Below is the molecule C5H6N2, with properties calculated with ωB97M-V with the def2-TZVPD basis set.

orbital gap	8.39	eV
2S+1	1
net charge	0

Element x y z (Å)
C 0.373 -1.111 0.623
C -0.383 -0.155 0.069
C 0.608 0.630 -0.732
C 2.161 -0.099 -0.442
C -1.793 0.179 0.121
N 1.765 -1.024 0.396
N 0.161 1.749 -1.089
H 0.094 -1.898 1.301
H -1.762 1.240 -0.220
H -2.288 -0.441 -0.561
H -2.189 0.057 1.120
H 2.448 -1.614 0.680
H 0.805 2.485 -1.264


Q: Which of them is the least stable? A: #a.